Record 1
The following is a quantum chemistry calculation of a cluster of 2 separate species, C2H6BBrO2 in total, from the OMol25 dataset.

Atoms and positions in Å:
B: 0.4892 1.0647 0.4554
C: -0.6760 1.1036 -0.4221
C: -1.0658 -1.6762 -0.5744
O: 1.7968 0.8463 -0.0942
O: 0.3533 1.0886 1.8603
Br: 0.6916 -2.2565 -0.6800
H: -0.4933 0.8217 -1.5225
H: -1.7402 1.3425 -0.1491
H: -1.6513 -2.3925 0.0725
H: -1.4207 -1.3818 -1.5023
H: 2.4798 0.2685 0.2702
H: 1.2366 1.1713 2.2860

Results
**E**: -76983.398 eV
**LUMO energy**: -1.63 eV
**Charge**: 0
**ΔE to the lowest compared entry with this formula, charge and spin**: 92.5 kcal/mol

=====

Record 2
The following is a quantum chemistry calculation of the molecule C2H6BClFN, from the OMol25 dataset.

Atoms and positions in Å:
C: 0.1196 -0.2015 1.4103
N: -0.0691 0.0661 0.0026
C: 0.9012 -0.4041 -0.9942
B: -1.1652 0.7270 -0.5455
F: -1.2907 1.0063 -1.8934
Cl: -2.4617 1.2383 0.5233
H: 1.0619 -0.7220 1.5777
H: -0.7057 -0.8506 1.6972
H: 0.0693 0.7200 2.0054
H: 1.5460 0.4290 -1.2747
H: 0.4267 -0.8166 -1.8993
H: 1.5678 -1.1918 -0.6094

Results
**E**: -19581.283 eV
**LUMO energy**: 0.64 eV
**SMILES**: CN(C)B(F)Cl
**Charge**: 0

=====

Record 3
The following is a quantum chemistry calculation of the molecule C2H6BClO2, from the OMol25 dataset.

Atoms and positions in Å:
C: -1.3797 0.8635 0.1777
C: -0.5929 -0.3985 0.2974
Cl: -0.8811 -1.4791 -1.3213
B: 1.0218 -0.3184 0.0601
O: 1.3228 0.4700 -0.9402
O: 1.7219 -1.2630 0.7605
H: -1.3201 1.4646 -0.7681
H: -1.1413 1.5633 0.9921
H: -2.4630 0.6803 0.5687
H: -1.1442 -1.0192 1.0724
H: 2.1564 0.6324 -1.3752
H: 2.6994 -1.1960 0.4760

Results
**E**: -19467.134 eV
**LUMO energy**: 0.14 eV
**SMILES**: C[C@@H](Cl)B(O)O
**Charge**: 0
**ΔE to the lowest compared entry with this formula, charge and spin**: 10.1 kcal/mol